[1]
Entry from the Open Molecules 2025 dataset: a molecular structure, C3H9N3 at a distorted geometry (ωB97M-V/def2-TZVPD).

```
15
Properties=species:S:1:pos:R:3:forces:R:3
C -0.5018 -0.1336 0.2012 0.703 0.834 2.124
C -1.6873 -1.0665 0.1826 -0.048 -0.030 0.151
C -0.8428 1.2925 -0.2325 -0.011 -0.176 -0.549
N 2.7706 0.0491 -0.1522 0.079 -0.525 0.126
N 0.6652 -0.6516 -0.4042 1.747 0.779 0.635
N 1.5701 -0.2641 0.4367 0.550 -0.618 -2.413
H 0.4704 0.2353 1.1974 -3.086 -0.337 -0.175
H 3.5561 -0.2439 0.4161 -0.102 0.058 0.009
H 2.8181 -0.2642 -1.1170 -0.007 0.032 -0.008
H -2.1021 -1.1583 -0.8301 0.087 0.060 0.060
H -1.5722 1.7401 0.4458 0.071 -0.141 0.020
H 0.0384 1.9369 -0.2569 -0.029 -0.077 0.010
H -2.4843 -0.6881 0.8276 0.071 -0.035 -0.039
H -1.4125 -2.0662 0.5231 -0.032 0.064 0.014
H -1.2859 1.2825 -1.2376 0.008 0.109 0.034
```
Forces are in eV/Å.

Relative energy (zero: lowest compared OMol25 entry of this formula, charge and spin), eV: 4.416
LUMO, eV: 0.78
E_HOMO, eV: -8.60

These are the Löwdin partial charges, in e, on atoms 1 to 5: -0.51, -0.08, -0.10, 0.05, 0.01

[2]
Entry from the Open Molecules 2025 dataset: 5 unconnected molecules or ions with the total composition C49H102N8O6P (ωB97M-V/def2-TZVPD).

```
166
Properties=species:S:1:pos:R:3:forces:R:3
C 4.1960 -1.0065 5.4754 0.095 0.199 0.116
C 3.8500 -1.8730 6.6621 0.368 -0.051 0.191
O 3.2789 -3.1464 6.2807 0.135 0.201 0.025
P 1.7546 -3.2433 5.9126 -0.477 0.280 0.182
O 0.9525 -2.0333 6.1743 -0.037 0.181 -0.204
C 1.7106 -3.7002 4.1665 -0.083 0.411 -0.136
C 1.5674 -2.4359 3.2811 0.109 -0.414 -0.133
C 0.2715 -2.5123 2.4908 0.366 0.166 0.313
N 0.1898 -1.5077 1.4059 0.216 0.326 -0.046
N 0.8738 -0.4057 1.6299 -0.037 -0.168 0.032
C 0.8649 0.5779 0.7519 0.098 -0.274 0.191
C 1.6508 1.7802 1.1874 -0.270 0.005 0.418
C 1.2858 2.1814 2.6224 -0.304 0.098 0.002
C -0.2126 2.4449 2.7501 -0.043 -0.039 0.007
C -0.6449 3.1038 4.0515 -0.078 0.152 0.235
N -0.7279 2.2196 5.2153 -0.063 -0.158 -0.075
C -1.9263 1.4634 5.2885 0.061 0.112 0.118
N -3.0274 1.9059 5.7225 -0.140 0.069 -0.180
N -1.8370 0.1558 4.8011 0.244 -0.265 0.478
C 0.1600 0.4586 -0.4611 -0.276 0.132 0.027
C 0.1893 1.4745 -1.5588 0.345 -0.288 -0.355
C 0.6735 0.8206 -2.8663 0.040 0.399 0.266
C 2.1222 0.3433 -2.7692 0.032 -0.193 0.134
C 2.3394 -1.0763 -2.2673 0.384 -0.123 -0.138
N 1.5855 -2.0646 -3.0404 -0.431 0.002 0.558
C 1.2750 -3.2812 -2.4372 0.306 -0.055 -0.258
N 0.2977 -4.0341 -2.7466 -0.260 0.089 0.227
N 2.1622 -3.6624 -1.4004 -0.328 0.113 0.239
C -0.5863 -0.6854 -0.6215 -0.041 0.068 -0.057
C -0.5726 -1.6887 0.3266 0.021 -0.119 -0.062
C -1.3815 -2.9393 0.1889 0.294 0.123 0.293
C -2.4469 -2.9500 1.2626 0.136 -0.130 0.058
O -3.0483 -1.9731 1.5913 -0.295 0.262 0.044
O -2.5665 -4.1572 1.8319 -0.106 -0.146 -0.241
C -3.7437 -4.4342 2.5913 -0.007 -0.052 0.351
C -5.0289 -4.0922 1.9354 -0.128 0.241 -0.240
O -3.5980 -4.9405 3.6482 0.172 -0.100 0.060
O 1.3163 -4.5150 6.7285 0.131 -0.279 -0.086
C -0.0351 -4.9871 6.5777 -0.456 -0.218 -0.037
C -0.0506 -6.4279 6.1056 0.193 0.061 -0.110
H 4.5546 -1.6057 4.6435 -0.018 -0.096 -0.133
H 5.0108 -0.3473 5.7646 0.085 0.137 0.004
H 3.3698 -0.3703 5.1693 -0.185 -0.106 -0.166
H 4.7552 -2.1271 7.2012 0.089 -0.200 0.050
H 3.1971 -1.3562 7.3567 -0.244 -0.021 0.018
H 2.6207 -4.2377 3.9243 0.118 -0.154 0.003
H 0.8819 -4.3867 4.0047 -0.128 -0.118 0.049
H 2.4041 -2.3861 2.5901 0.113 0.105 -0.108
H 1.5728 -1.5481 3.8973 0.043 0.213 0.028
H 0.2102 -3.4949 2.0404 -0.277 -0.085 -0.079
H -0.5693 -2.3182 3.1566 -0.208 -0.198 -0.037
H 1.4101 2.6264 0.5562 0.187 0.072 -0.264
H 2.7098 1.5422 1.1181 0.172 0.102 -0.143
H 1.8145 3.0989 2.8743 0.199 0.030 0.003
H 1.6006 1.4095 3.3211 0.092 -0.076 0.090
H -0.7804 1.5191 2.6581 -0.070 -0.148 -0.083
H -0.5369 3.0863 1.9276 0.046 0.121 -0.120
H -1.6411 3.5112 3.9084 -0.134 0.102 0.043
H -0.0044 3.9486 4.2998 0.183 0.064 -0.039
H 0.0803 1.6196 5.3169 0.137 0.075 -0.108
H -2.9110 2.8620 6.0435 -0.022 0.035 0.028
H -2.5381 -0.4108 5.2601 -0.249 -0.083 -0.202
H -0.9341 -0.2436 5.0218 0.195 -0.163 -0.069
H -0.8065 1.8836 -1.7137 -0.152 0.101 0.087
H 0.8785 2.2817 -1.3445 -0.071 0.224 0.199
H 0.5994 1.5775 -3.6427 -0.111 0.014 -0.161
H -0.0340 0.0314 -3.1088 0.016 -0.097 -0.351
H 2.6356 0.9885 -2.0562 0.172 0.155 -0.034
H 2.6452 0.4688 -3.7130 -0.103 -0.019 -0.227
H 2.1315 -1.1549 -1.2024 -0.185 -0.047 0.129
H 3.3977 -1.3072 -2.3605 0.149 -0.005 -0.014
H 0.7206 -1.6777 -3.3895 0.196 0.061 -0.471
H -0.2643 -3.6323 -3.4947 -0.051 0.012 0.003
H 2.9626 -4.1585 -1.7734 0.192 0.136 0.013
H 1.6448 -4.3011 -0.8120 0.160 -0.376 -0.111
H -1.1891 -0.8270 -1.5039 -0.116 -0.030 -0.095
H -1.8554 -2.9468 -0.7863 -0.075 -0.100 -0.135
H -0.7559 -3.8214 0.2776 -0.001 -0.151 -0.200
H -4.9599 -4.0559 0.8534 0.063 -0.082 -0.106
H -5.3128 -3.0983 2.2722 -0.109 0.094 0.102
H -5.7847 -4.8019 2.2426 -0.092 -0.114 0.107
H -0.5367 -4.8884 7.5335 0.172 0.076 0.246
H -0.5912 -4.3563 5.8849 0.015 0.194 -0.057
H -0.8636 -6.9754 6.5686 -0.117 -0.084 0.039
H -0.1684 -6.5017 5.0275 0.007 -0.005 -0.132
H 0.8893 -6.9037 6.3661 0.058 -0.133 0.160
C 1.6542 7.6162 -6.0963 0.065 -0.008 0.052
C 2.8392 6.6940 -5.8233 -0.060 0.039 -0.063
C 2.5418 5.2220 -6.1037 0.048 -0.015 0.022
C 1.4270 4.6221 -5.2462 -0.015 0.022 -0.028
C 1.6570 4.7172 -3.7396 0.021 -0.103 0.016
C 2.8987 3.9638 -3.2677 -0.155 0.071 0.081
H 0.8028 7.3851 -5.4535 -0.012 -0.003 -0.006
H 1.9226 8.6574 -5.9180 -0.008 0.014 -0.011
H 1.3262 7.5302 -7.1339 -0.026 -0.016 -0.002
H 3.1716 6.8220 -4.7892 0.019 -0.017 0.000
H 3.6796 7.0002 -6.4499 0.019 0.007 0.015
H 3.4595 4.6416 -5.9729 -0.009 -0.010 0.005
H 2.2659 5.1097 -7.1562 -0.004 0.010 -0.010
H 1.3047 3.5680 -5.5222 0.003 -0.007 0.011
H 0.4772 5.1055 -5.4897 0.005 0.008 -0.008
H 0.7762 4.3087 -3.2311 -0.001 0.033 0.015
H 1.7237 5.7633 -3.4322 -0.017 0.013 -0.013
H 2.8309 2.9096 -3.5459 0.077 -0.001 -0.035
H 2.9989 4.0244 -2.1810 0.038 -0.029 -0.006
H 3.8128 4.3681 -3.7013 0.007 -0.003 -0.017
C -2.9862 4.1779 -7.5334 -0.065 -0.041 0.032
C -3.8410 4.0601 -6.2744 0.056 0.056 -0.065
C -3.0499 4.2595 -4.9833 -0.045 -0.014 0.042
C -1.9408 3.2332 -4.7527 0.037 0.001 -0.014
C -2.4006 1.7776 -4.7253 -0.035 -0.027 0.155
C -3.3843 1.4684 -3.5983 0.058 -0.083 -0.081
H -2.2095 3.4120 -7.5708 0.013 0.005 -0.002
H -3.5962 4.0659 -8.4295 0.005 0.010 -0.016
H -2.4995 5.1541 -7.5822 0.030 -0.002 0.007
H -4.3449 3.0895 -6.2632 -0.010 0.001 0.023
H -4.6335 4.8105 -6.3111 -0.023 -0.012 0.000
H -3.7405 4.2525 -4.1353 0.008 -0.007 0.007
H -2.6005 5.2573 -4.9931 0.005 0.007 -0.008
H -1.4455 3.4671 -3.8014 0.001 -0.011 0.001
H -1.1739 3.3463 -5.5223 -0.009 -0.001 -0.002
H -1.5166 1.1441 -4.6104 -0.019 -0.047 -0.061
H -2.8476 1.4978 -5.6817 0.013 0.041 -0.028
H -2.9562 1.7137 -2.6215 -0.030 0.048 0.010
H -3.6512 0.4096 -3.5904 -0.014 0.002 0.010
H -4.3101 2.0333 -3.7027 -0.006 0.021 0.019
C -6.2810 -1.4232 5.0707 0.014 0.020 -0.003
C -7.6286 -0.8859 5.5419 0.028 -0.055 0.000
C -8.8131 -1.4463 4.7566 -0.014 0.013 0.002
C -8.8079 -1.1144 3.2633 0.020 -0.025 -0.002
C -8.7662 0.3775 2.9372 -0.067 0.016 -0.026
C -9.9764 1.1475 3.4577 0.080 0.016 -0.014
H -6.0800 -1.1457 4.0333 0.016 0.006 0.002
H -5.4665 -1.0263 5.6773 0.009 0.026 0.005
H -6.2525 -2.5136 5.1447 -0.007 -0.022 -0.027
H -7.6234 0.2059 5.4906 -0.010 -0.003 0.000
H -7.7621 -1.1383 6.5962 0.003 0.019 0.014
H -9.7405 -1.0853 5.2078 -0.006 0.005 -0.015
H -8.8305 -2.5349 4.8701 0.004 -0.009 0.012
H -9.7012 -1.5526 2.8075 -0.007 0.009 -0.008
H -7.9558 -1.6060 2.7826 0.004 -0.005 0.007
H -8.7135 0.4923 1.8511 0.020 0.011 0.001
H -7.8502 0.8234 3.3348 0.013 -0.015 -0.003
H -10.9026 0.7365 3.0514 -0.017 -0.016 0.020
H -9.9234 2.1978 3.1698 -0.015 0.004 -0.002
H -10.0409 1.1106 4.5457 -0.011 -0.006 0.008
C 5.7472 -3.2597 -3.5442 0.004 -0.026 -0.073
C 7.2289 -3.6006 -3.4234 -0.059 -0.023 0.069
C 7.9123 -2.9189 -2.2395 0.026 0.007 -0.003
C 7.9075 -1.3899 -2.2890 -0.042 -0.002 0.005
C 8.5481 -0.7862 -3.5378 0.075 0.024 0.037
C 10.0261 -1.1327 -3.6909 -0.065 0.012 -0.050
H 5.5927 -2.1921 -3.7125 -0.017 0.004 0.012
H 5.2884 -3.7917 -4.3784 -0.021 -0.001 0.002
H 5.2127 -3.5404 -2.6313 0.010 0.042 0.029
H 7.7375 -3.3413 -4.3549 0.020 0.005 0.005
H 7.3371 -4.6818 -3.3106 0.008 -0.008 -0.025
H 8.9412 -3.2795 -2.1698 0.009 0.015 0.001
H 7.4211 -3.2386 -1.3143 -0.006 -0.014 -0.002
H 8.4305 -1.0134 -1.4045 0.012 0.010 -0.005
H 6.8788 -1.0241 -2.2058 -0.003 -0.010 0.005
H 8.4418 0.3006 -3.4888 -0.014 0.005 -0.022
H 8.0033 -1.1038 -4.4312 -0.020 0.002 0.004
H 10.5957 -0.7987 -2.8217 0.008 -0.022 0.017
H 10.4494 -0.6501 -4.5719 0.017 0.004 0.003
H 10.1808 -2.2066 -3.8021 0.007 -0.008 0.009
```
Forces are in eV/Å.

Total charge: +1
LUMO, eV: -3.95
E_HOMO, eV: -10.98

These are the Löwdin partial charges, in e, on atoms 1 to 5: -0.07, -0.24, -0.18, 0.45, -0.26

[3]
Entry from the Open Molecules 2025 dataset: a molecular structure, C11H35AsF6O6 at a distorted geometry (ωB97M-V/def2-TZVPD).

```
59
Properties=species:S:1:pos:R:3:forces:R:3
O 0.3536 1.5139 -0.4729 0.217 0.464 -0.414
H 0.4601 2.1957 0.1946 0.341 0.920 0.679
H -0.5867 1.3868 -0.6190 -1.060 -0.347 -0.498
H 0.7950 0.7078 -0.1954 0.525 -1.035 0.092
As -0.1660 2.8386 -6.7548 -0.369 -0.771 -0.866
F -1.8574 3.4058 -7.0395 1.856 -0.425 0.197
F 0.4834 3.7470 -8.1612 -1.085 -0.640 1.233
F 1.5257 2.2737 -6.5518 -1.520 0.182 0.486
F -0.8121 1.8834 -5.3265 1.032 0.949 -1.256
F -0.4923 1.3758 -7.8011 0.358 1.743 1.208
F 0.1412 4.2225 -5.6734 -0.244 -1.093 -0.735
C -6.4895 1.0305 -1.7782 -1.009 0.142 1.372
C -5.7911 1.2662 -0.4221 -1.276 -0.966 -0.938
C -6.5460 0.7640 0.8293 -0.075 1.358 -0.668
O -4.6305 0.5351 -0.5047 3.338 -0.508 0.213
H -6.8604 0.0068 -1.7259 0.003 -0.172 -0.423
H -5.8278 1.1677 -2.6335 -0.053 0.106 0.239
H -7.3683 1.6743 -1.8148 -0.059 0.089 -0.457
H -5.5031 2.3169 -0.3864 -0.026 0.042 0.495
H -5.9774 1.1143 1.6908 -0.218 -0.067 0.175
H -6.6213 -0.3222 0.8806 0.028 -0.026 -0.302
H -7.5478 1.1936 0.8299 -0.075 -0.076 0.329
H -4.7333 -0.3995 -0.3108 -0.472 0.088 -0.016
C 2.5441 -3.4979 5.8039 0.823 0.341 0.275
C 1.1325 -3.4414 5.3228 -0.783 -0.610 0.623
C 0.5918 -2.0608 5.0300 -0.092 -0.203 -0.206
O 1.0306 -4.3037 4.2097 -0.335 -0.051 -1.012
H 2.7925 -4.5135 6.1120 0.019 -0.028 0.027
H 2.7478 -2.8358 6.6455 -0.066 0.057 0.050
H 3.2134 -3.2329 4.9854 0.076 0.077 -0.023
H 0.4962 -3.8838 6.0893 -0.200 0.149 0.371
H -0.3706 -2.0733 4.5183 0.022 -0.374 -0.118
H 1.2912 -1.5167 4.3953 0.045 0.331 0.247
H 0.3801 -1.5913 5.9906 0.451 0.415 -0.103
H 1.0217 -5.2000 4.5533 0.049 -0.091 -0.164
C 3.2512 -4.6327 -1.1921 1.324 0.243 -0.677
C 3.1167 -3.1360 -1.4142 -1.474 -0.607 -0.140
C 2.2250 -2.8617 -2.6285 0.433 -0.669 -0.235
O 2.4451 -2.5947 -0.3087 -0.540 1.527 1.345
H 3.6405 -4.9041 -0.2108 -0.284 0.245 0.270
H 4.0769 -4.9068 -1.8487 -0.317 -0.715 -0.361
H 2.3249 -5.1620 -1.4157 0.149 -0.048 -0.027
H 4.0781 -2.6367 -1.5347 0.140 -0.079 0.124
H 1.2263 -3.2703 -2.4738 -0.047 0.063 0.318
H 2.6229 -3.4499 -3.4554 0.093 0.404 -0.401
H 2.1290 -1.8070 -2.8863 0.221 -0.070 -0.040
H 2.2093 -3.2590 0.3430 0.203 -0.139 -0.139
C 5.1666 2.7325 -1.8367 1.082 -0.966 -0.158
O 4.9957 2.2587 -0.4991 -0.696 0.299 0.106
H 4.2715 3.1997 -2.2473 0.114 0.099 0.461
H 6.0599 3.3543 -1.8946 -0.308 0.605 -0.024
H 5.4243 1.8807 -2.4661 -0.314 -0.106 -0.329
H 5.7261 1.6719 -0.2899 0.019 0.052 -0.070
C -1.5372 5.2087 2.8857 -0.779 0.288 1.064
O -0.5965 4.1882 2.9233 1.482 -1.311 -0.878
H -1.9193 5.3548 1.8753 0.191 -0.073 0.097
H -2.3307 4.8676 3.5507 -0.639 0.579 -0.178
H -1.1147 6.1285 3.2900 -0.139 0.271 -0.232
H -0.3107 4.0270 3.8255 -0.080 0.138 -0.006
```
Forces are in eV/Å.

Relative energy (zero: lowest compared OMol25 entry of this formula, charge and spin), eV: 5.807
LUMO, eV: -2.50
E_HOMO, eV: -10.50

These are the Löwdin partial charges, in e, on atoms 1 to 5: 0.41, 0.19, 0.19, 0.19, 0.91

[4]
Entry from the Open Molecules 2025 dataset: a gas-phase ion, C5H13N2O (charge +2) at a distorted geometry (ωB97M-V/def2-TZVPD).

```
21
Properties=species:S:1:pos:R:3:forces:R:3
C 2.0434 1.1261 1.3420 0.793 0.283 -0.615
C 0.6967 0.6697 0.7970 -0.801 0.035 0.048
C 0.7696 -0.2952 -0.4310 0.483 0.860 1.305
C -0.3483 -0.2585 -1.4772 1.111 0.903 0.555
C -1.6811 -0.9244 -1.2779 -0.951 0.120 -1.899
N -2.5483 -0.8991 -2.2626 -0.501 -0.081 0.506
O -2.0106 -1.5145 -0.2143 0.574 -0.018 0.794
N -0.0365 -0.0149 1.9697 0.232 -0.343 0.375
H 2.9187 0.5866 0.9383 -0.572 -0.345 0.404
H 2.0484 1.1137 2.4279 0.215 -0.036 0.107
H 2.2794 2.1486 1.0439 -0.393 0.109 0.045
H 0.0537 1.5165 0.5767 0.026 0.227 -0.116
H 1.6907 0.0585 -0.8902 -0.130 -0.118 -0.589
H 1.0499 -1.2510 -0.0235 -0.126 -0.841 -0.243
H -0.5305 0.8033 -1.6729 -0.570 0.061 0.173
H 0.0363 -0.5663 -2.4435 0.000 -0.714 -0.157
H -3.4977 -1.2758 -2.1280 0.559 0.120 -0.200
H -2.3759 -0.3673 -3.1117 0.083 -0.076 0.119
H -0.2689 0.5619 2.7990 0.072 0.272 -0.716
H -0.8806 -0.5021 1.6824 -0.270 -0.002 0.059
H 0.5914 -0.7161 2.3559 0.168 -0.415 0.045
```
Forces are in eV/Å.

Total charge: +2
Relative energy (zero: lowest compared OMol25 entry of this formula, charge and spin), eV: 0.795
LUMO (spin up / spin down), eV: -7.87 / -12.98
E_HOMO (spin up / spin down), eV: -20.10 / -20.10
2S+1: 2
⟨S²⟩: 0.75

These are the Löwdin partial charges, in e, on atoms 1 to 5: -0.02, -0.29, -0.11, -0.04, -0.35

Copy entry 1 word for word.
Entry from the Open Molecules 2025 dataset: a molecular structure, C3H9N3 at a distorted geometry (ωB97M-V/def2-TZVPD).

```
15
Properties=species:S:1:pos:R:3:forces:R:3
C -0.5018 -0.1336 0.2012 0.703 0.834 2.124
C -1.6873 -1.0665 0.1826 -0.048 -0.030 0.151
C -0.8428 1.2925 -0.2325 -0.011 -0.176 -0.549
N 2.7706 0.0491 -0.1522 0.079 -0.525 0.126
N 0.6652 -0.6516 -0.4042 1.747 0.779 0.635
N 1.5701 -0.2641 0.4367 0.550 -0.618 -2.413
H 0.4704 0.2353 1.1974 -3.086 -0.337 -0.175
H 3.5561 -0.2439 0.4161 -0.102 0.058 0.009
H 2.8181 -0.2642 -1.1170 -0.007 0.032 -0.008
H -2.1021 -1.1583 -0.8301 0.087 0.060 0.060
H -1.5722 1.7401 0.4458 0.071 -0.141 0.020
H 0.0384 1.9369 -0.2569 -0.029 -0.077 0.010
H -2.4843 -0.6881 0.8276 0.071 -0.035 -0.039
H -1.4125 -2.0662 0.5231 -0.032 0.064 0.014
H -1.2859 1.2825 -1.2376 0.008 0.109 0.034
```
Forces are in eV/Å.

Relative energy (zero: lowest compared OMol25 entry of this formula, charge and spin), eV: 4.416
LUMO, eV: 0.78
E_HOMO, eV: -8.60

These are the Löwdin partial charges, in e, on atoms 1 to 5: -0.51, -0.08, -0.10, 0.05, 0.01

- What is the formula in the fourth record?
  C5H13N2O